Here is a 7-piece molecular cluster, C39H73N7O13 overall from the OMol25 dataset. Energies are from ωB97M-V/def2-TZVPD.

```
132
Properties=species:S:1:pos:R:3:forces:R:3
C 3.867393 -0.874923 3.575314 -0.3 1.2 0.4
O 3.153843 -2.081274 3.817326 0.9 -0.1 -0.2
C 3.771261 -3.207899 3.172452 -0.7 -0.1 -0.6
C 2.688858 -4.374550 3.057521 1.1 0.8 -0.1
C 2.443701 -4.756482 1.532743 -0.4 -1.2 0.8
C 0.949590 -4.547108 1.061473 1.5 -0.1 -1.4
C 0.536797 -3.038285 0.842904 -1.8 0.6 0.2
C -0.813842 -2.853322 1.649239 0.5 0.2 1.1
C -1.971783 -3.826074 1.170549 0.4 0.1 0.2
C -3.422058 -3.189962 1.212457 0.8 -0.5 0.1
N -4.145782 -3.753771 2.391370 0.1 0.2 -1.2
C -5.524534 -4.177671 2.067678 -1.2 0.9 1.1
C -6.492793 -2.964525 2.357930 -1.4 0.9 -0.1
C -6.665534 -2.464450 3.730818 -0.8 0.7 -1.5
C -7.518574 -1.327208 4.055282 0.7 -1.1 -1.7
C -8.234233 -0.657090 2.978444 1.1 -1.6 -0.3
C -8.105754 -1.153431 1.623748 1.0 -0.8 1.1
C -7.243800 -2.297591 1.300334 -0.5 1.1 2.3
O -7.186383 -2.714324 -0.038637 -0.4 -0.3 0.9
O 1.630702 -2.145019 1.196191 1.1 0.6 -0.3
C 2.419094 -1.872183 0.067729 -2.9 -1.9 0.3
O 3.476685 -1.354423 0.018307 -0.1 0.0 0.1
O 1.701882 -2.404723 -1.026853 0.3 1.3 0.4
C 0.332013 -2.516279 -0.625260 -1.6 -2.1 0.9
C -0.557341 -1.257869 -0.885209 0.4 1.0 -0.1
C -0.196808 0.005938 -0.022371 1.6 0.3 -0.5
O -1.165710 1.085730 -0.160834 0.0 -0.9 1.6
C -2.076418 0.898852 0.884339 -0.9 -0.3 -1.2
O -3.182802 0.533347 0.608212 0.3 0.4 0.7
H 3.567227 -0.158781 4.391169 0.4 -0.7 -0.7
H 3.572840 -0.368439 2.609064 0.3 -0.8 0.7
H 4.982213 -0.982312 3.594968 -0.8 -0.1 0.0
H 4.694345 -3.557576 3.721546 -0.9 0.4 -0.4
H 4.056206 -2.856637 2.136557 0.0 -0.6 1.0
H 1.758023 -4.009034 3.560290 0.7 -0.2 -0.5
H 3.094915 -5.232886 3.663548 -0.6 0.8 -0.9
H 3.198922 -4.300427 0.841607 -0.8 -0.2 0.6
H 2.623394 -5.871133 1.473609 -0.2 1.1 -0.2
H 0.303270 -5.107462 1.776355 0.3 0.8 -0.6
H 0.875053 -5.047664 0.049945 -0.1 0.3 1.0
H -0.580374 -3.124527 2.720461 -0.2 0.5 -1.0
H -1.186945 -1.800476 1.668022 0.4 -0.8 -0.2
H -1.736269 -4.214324 0.147817 -0.3 0.2 0.8
H -1.983001 -4.683269 1.898598 -0.1 0.7 -1.0
H -3.952854 -3.471825 0.262053 0.4 0.5 1.0
H -3.338855 -2.077723 1.309238 -0.2 -0.8 -0.4
H -4.147757 -3.010436 3.091567 -0.4 -0.5 -0.1
H -5.813063 -5.046379 2.725597 0.2 0.9 -0.5
H -5.651840 -4.534826 1.015771 0.4 0.5 0.8
H -6.111573 -2.999150 4.534710 -0.5 0.5 -0.6
H -7.584179 -1.033192 5.130616 -0.1 -0.1 -1.2
H -8.873518 0.224020 3.189948 0.5 -0.8 -0.2
H -8.667081 -0.670190 0.791346 0.6 -0.4 0.8
H -7.963305 -3.288899 -0.171439 0.5 0.3 -0.1
H -0.262324 -3.350658 -1.093461 1.4 0.7 -0.5
H -1.661169 -1.458311 -0.820013 1.1 -0.2 0.2
H -0.377962 -0.962976 -1.960342 -0.2 -0.4 1.0
H 0.774765 0.424058 -0.414960 -0.9 -0.4 0.5
H -0.033144 -0.192656 1.066420 -0.2 -0.1 -0.9
H -1.766698 1.068517 1.956162 0.3 0.0 -1.0
C -1.781165 4.740734 1.089079 0.0 0.3 0.2
N -2.387332 5.243750 2.303639 -0.2 -0.5 0.1
C -2.283123 6.660795 2.601760 -0.4 0.0 0.3
C -3.046021 4.437215 3.167711 0.1 0.2 -0.1
O -3.574801 4.798625 4.201243 0.0 0.1 -0.1
H -0.708909 4.949060 1.115155 0.0 -0.1 -0.2
H -2.230862 5.246748 0.230722 0.1 -0.1 -0.1
H -1.933824 3.666020 0.989212 -0.1 0.1 0.1
H -1.772653 6.789678 3.555941 0.0 0.2 -0.1
H -3.286940 7.085651 2.681551 0.0 0.0 0.0
H -1.729643 7.172023 1.820289 0.0 -0.2 0.1
H -3.065525 3.381625 2.844933 0.0 0.0 -0.1
C -1.920272 3.896348 -3.158335 0.2 0.0 -0.1
N -1.094672 5.048693 -3.464625 -0.3 0.4 0.2
C 0.199633 4.835855 -4.084255 0.1 0.3 0.2
C -1.490825 6.312038 -3.192368 0.1 -0.2 0.0
O -0.842896 7.317282 -3.425136 0.1 -0.1 0.0
H -1.377687 3.244329 -2.469482 -0.2 -0.1 0.0
H -2.133191 3.353368 -4.081540 0.0 -0.1 0.1
H -2.860350 4.200084 -2.697489 0.1 0.1 0.0
H 0.979496 5.248033 -3.438625 0.0 0.0 -0.1
H 0.228005 5.356882 -5.041948 0.1 -0.1 0.0
H 0.374680 3.775466 -4.240118 -0.1 0.1 0.0
H -2.487950 6.360971 -2.723115 0.0 -0.1 0.0
C 4.441112 -1.450224 -5.272244 -0.1 -0.2 0.2
N 3.184433 -2.050365 -4.874152 -0.1 0.2 -0.4
C 3.152143 -2.904896 -3.698750 -0.4 0.0 -0.1
C 2.037905 -1.841199 -5.561083 0.1 0.0 0.1
O 0.953971 -2.315178 -5.277817 0.1 0.0 0.1
H 5.166874 -2.240024 -5.480864 0.1 0.1 0.0
H 4.813071 -0.822157 -4.459297 0.1 0.0 -0.1
H 4.313687 -0.838572 -6.165370 -0.1 0.0 0.0
H 2.804251 -3.898975 -3.989303 0.0 0.0 0.1
H 2.453609 -2.489067 -2.973678 0.2 -0.2 -0.1
H 4.143241 -2.978508 -3.253131 0.0 0.1 -0.1
H 2.171222 -1.179299 -6.433815 0.1 0.0 0.0
C 3.632433 -10.012640 4.588626 0.3 0.0 -0.1
N 4.440194 -8.841339 4.313098 -0.3 0.2 0.2
C 5.726234 -9.009746 3.660816 0.0 0.3 0.0
C 4.034692 -7.593184 4.644286 0.0 -0.2 0.0
O 4.667055 -6.574390 4.439261 0.2 -0.2 0.0
H 4.190028 -10.688785 5.240872 -0.2 -0.1 0.0
H 3.404638 -10.521613 3.649098 -0.1 -0.1 0.1
H 2.699614 -9.734354 5.078132 0.1 0.1 0.0
H 6.512500 -8.615002 4.307058 0.1 0.0 -0.1
H 5.731598 -8.448649 2.724334 0.1 -0.1 0.0
H 5.913389 -10.062996 3.457852 -0.1 0.0 0.1
H 3.046700 -7.574194 5.133798 0.0 -0.1 0.0
C 2.164960 10.299880 0.875153 -0.1 0.0 0.3
N 1.545073 9.501187 1.913765 -0.1 -0.3 -0.3
C 1.470578 10.033432 3.262398 -0.1 -0.3 0.0
C 1.032446 8.273558 1.667160 0.1 0.1 0.0
O 0.500474 7.557055 2.495608 0.3 0.2 0.0
H 3.201559 10.506971 1.151382 0.0 0.1 -0.2
H 1.621849 11.242324 0.773857 0.1 0.0 -0.1
H 2.148667 9.775243 -0.079653 0.0 0.0 0.1
H 1.995302 9.361664 3.944489 -0.1 0.1 0.1
H 0.424602 10.092872 3.569287 0.1 0.0 0.1
H 1.921447 11.023612 3.304614 0.0 -0.1 -0.1
H 1.139341 7.963184 0.614663 0.0 0.1 0.0
C 1.623947 2.630572 -9.327398 0.0 0.3 0.1
N 1.025654 3.140546 -8.109909 -0.1 -0.4 0.1
C 1.137194 4.556876 -7.810345 -0.2 -0.1 0.2
C 0.365374 2.338116 -7.242267 0.0 0.0 -0.1
O -0.157544 2.705099 -6.206489 0.1 0.1 -0.2
H 2.698197 2.829216 -9.310834 0.0 -0.1 -0.2
H 1.175719 3.134412 -10.186861 0.1 -0.1 -0.1
H 1.461547 1.557047 -9.419468 0.0 0.1 0.1
H 1.651568 4.683927 -6.855945 0.0 0.1 -0.1
H 0.137385 4.987637 -7.726678 0.1 0.1 0.0
H 1.691552 5.068150 -8.595654 0.0 -0.1 0.0
H 0.338405 1.283591 -7.562778 0.0 0.0 -0.1
```
Forces are in eV/Å.

Values from the calculation:
2S+1: 1
HOMO: -8.57 eV
E_tot: -78671.51473 eV
SMILES: COCCCC[C@@]1(CCCNCc2ccccc2O)OC(=O)O[C@@H]1CCOC=O.CN(C)C=O.CN(C)C=O.CN(C)C=O.CN(C)C=O.CN(C)C=O.CN(C)C=O
Gap between HOMO and LUMO: 9.034 eV

---

Here is a 5-piece molecular cluster, C39H75BrN8O9P overall from the OMol25 dataset. Energies are from ωB97M-V/def2-TZVPD.

```
133
Properties=species:S:1:pos:R:3:forces:R:3
C 1.592866 8.217586 0.124481 -0.2 1.3 0.7
C 1.648052 7.163086 -0.414480 -0.3 -1.3 -0.4
C 1.684212 5.856849 -1.071586 0.8 0.5 -0.4
C 3.073617 5.188135 -0.916369 -0.2 0.2 0.3
C 3.217581 4.148640 0.209406 0.2 -0.1 -0.7
N 2.012107 3.334937 0.486406 0.0 0.4 0.4
C 1.394271 2.645118 -0.458909 -0.5 -0.4 -0.6
N 0.221846 1.896559 -0.264954 0.1 0.4 -0.2
C -1.056444 2.658443 -0.038688 0.0 0.3 0.9
C -1.624207 2.596276 1.396018 -0.5 -0.2 -0.8
C -2.988813 1.880847 1.468659 0.2 0.5 0.7
C -4.190778 2.817299 1.330078 -0.4 -0.7 -0.6
C -4.608243 3.150802 -0.126353 0.2 0.4 0.5
C -4.890508 4.645341 -0.337641 -0.6 0.0 -0.1
O -3.835985 5.295868 -1.070383 0.3 -0.4 0.1
C -3.841210 5.024062 -2.403479 0.2 -0.6 0.5
O -4.803141 5.131800 -3.103516 -0.4 -0.2 0.1
C -2.531032 4.620407 -2.986973 0.1 -0.3 0.3
C -2.407217 3.560046 -3.800752 0.1 0.4 0.1
C 0.163303 1.053575 -1.478645 -0.6 -0.1 -1.3
C 0.639759 2.044580 -2.493753 -0.1 0.5 -0.8
N 0.887212 1.637268 -3.849039 0.2 0.0 0.3
N 1.822074 2.581962 -1.745696 0.7 -0.2 0.4
C 3.158581 2.039939 -2.052035 0.7 -0.1 0.2
C 3.460778 0.727382 -1.309197 0.0 -0.7 -0.9
C 3.366667 -0.527646 -2.224001 -0.2 0.4 0.7
C 2.988251 -1.766696 -1.375584 0.1 0.2 -1.1
C 1.627875 -2.383761 -1.767666 -0.1 0.1 0.6
C 0.590098 -2.424830 -0.636201 0.1 -0.6 0.1
C 1.118439 -2.852571 0.746544 -0.4 0.0 0.0
C 0.828808 -1.792581 1.787857 0.6 -0.2 0.0
O -0.567721 -1.452160 1.785640 -0.1 -0.2 -0.1
C -1.045169 -1.128543 3.018782 0.1 0.1 0.5
C -1.748072 -2.232370 3.746435 -0.1 -0.5 -0.1
O -0.891662 -0.036711 3.489065 0.1 0.3 -0.1
P 1.438417 3.264373 2.150307 -0.5 -0.5 0.0
O 2.878794 2.817444 2.730420 0.2 0.3 0.2
Br 1.307019 5.447520 2.628945 0.1 -0.1 -0.1
H 1.452807 9.140380 0.637887 0.2 0.0 -0.1
H 1.547979 6.057076 -2.136656 -0.2 -0.2 0.0
H 0.859010 5.233349 -0.734427 0.0 0.0 0.0
H 3.403529 4.787685 -1.870828 -0.2 -0.2 0.0
H 3.772637 5.986447 -0.673513 0.1 0.0 0.0
H 3.539193 4.620773 1.130436 -0.3 0.0 0.1
H 4.014528 3.456047 -0.053295 0.1 0.0 0.1
H -0.898576 3.687188 -0.369550 0.0 0.1 0.1
H -1.831802 2.264343 -0.685940 0.3 -0.2 -0.4
H -1.782807 3.624839 1.720776 0.2 0.0 0.4
H -0.941836 2.077815 2.055001 0.1 0.1 0.0
H -3.045125 1.437291 2.464020 0.0 -0.1 0.0
H -3.049703 1.047125 0.765836 0.0 0.0 -0.1
H -5.041010 2.302512 1.780405 -0.1 0.1 0.2
H -4.055546 3.731067 1.906389 0.2 0.0 0.0
H -5.495695 2.573016 -0.376837 -0.1 0.0 -0.1
H -3.840977 2.838475 -0.834328 0.1 0.0 -0.1
H -5.845886 4.778323 -0.842644 0.1 0.2 -0.2
H -4.962674 5.174524 0.607549 0.1 0.0 0.1
H -1.672493 5.217929 -2.689055 -0.1 0.7 -1.0
H -2.950976 2.635843 -3.638460 -1.0 0.4 -0.7
H -1.768686 3.615915 -4.677234 1.0 -0.5 0.7
H -0.814025 0.681261 -1.782305 -0.3 0.2 0.8
H 0.807579 0.178846 -1.467815 0.2 0.1 0.4
H -0.018768 2.916288 -2.544792 -0.4 -0.1 0.4
H 0.147901 1.018371 -4.161672 0.1 -0.2 0.1
H 0.779605 2.481439 -4.406147 0.4 0.0 -0.4
H 3.226105 1.873807 -3.124033 -0.4 0.0 -0.1
H 3.942346 2.758376 -1.831383 -0.2 0.3 0.0
H 2.749546 0.545320 -0.503059 0.1 0.4 0.3
H 4.469671 0.720257 -0.900215 0.0 0.3 0.3
H 4.325408 -0.643377 -2.727478 0.0 -0.1 -0.1
H 2.610755 -0.347260 -2.988008 0.0 0.0 -0.1
H 3.744350 -2.532307 -1.505949 0.1 0.0 0.2
H 3.034633 -1.475167 -0.329501 -0.1 -0.2 0.1
H 1.794151 -3.400429 -2.123587 0.0 -0.1 0.0
H 1.170105 -1.846977 -2.601992 0.1 0.0 -0.1
H -0.175159 -3.146507 -0.922957 -0.2 0.1 -0.1
H 0.066636 -1.477441 -0.514755 0.1 0.1 -0.1
H 0.636319 -3.785627 1.041851 0.0 0.0 0.1
H 2.191743 -3.039460 0.774750 0.1 0.0 -0.2
H 1.421050 -0.895108 1.582398 -0.1 0.1 0.0
H 1.136458 -2.156472 2.771705 -0.1 0.0 0.1
H -1.530993 -2.186563 4.809545 0.0 0.2 0.0
H -1.473900 -3.209637 3.353766 0.0 0.0 0.0
H -2.826103 -2.117418 3.632530 0.0 0.0 -0.1
H 2.838361 2.697610 3.690046 0.1 -0.1 0.0
C 2.714146 4.788017 -5.218899 0.0 -0.1 0.0
O 1.563783 4.376802 -5.267553 -0.1 -0.1 0.2
N 3.099102 6.009159 -5.603509 0.1 0.1 0.0
C 4.482201 6.444904 -5.525665 -0.2 0.1 -0.1
C 2.093376 6.928439 -6.119324 0.0 -0.2 0.0
H 3.545029 4.165257 -4.844999 0.0 0.0 0.0
H 4.562803 7.317844 -4.876108 0.1 0.0 0.0
H 4.847299 6.708318 -6.518889 0.1 0.0 0.0
H 5.103087 5.647100 -5.123620 0.0 0.0 0.0
H 1.327268 7.105881 -5.364476 0.0 0.0 0.0
H 1.612339 6.499402 -6.997629 0.0 0.0 0.0
H 2.565170 7.869651 -6.386168 0.0 0.0 0.0
C -2.501280 -6.246125 4.254574 -0.2 0.0 -0.2
O -1.818396 -5.955523 3.286955 0.1 0.1 0.1
N -2.040148 -6.420967 5.502933 0.0 0.0 0.1
C -2.919536 -6.770858 6.604482 0.2 0.0 0.0
C -0.618038 -6.257207 5.750871 -0.1 0.0 -0.2
H -3.589840 -6.394663 4.174405 0.0 0.0 0.0
H -2.876222 -6.001208 7.377630 0.0 0.0 0.0
H -2.615765 -7.724833 7.037459 -0.1 0.0 0.0
H -3.944385 -6.861083 6.250088 0.0 0.0 0.0
H -0.304306 -5.247662 5.481394 0.1 0.0 0.0
H -0.049060 -6.962109 5.144229 0.1 0.0 0.0
H -0.410080 -6.433052 6.802810 0.0 0.0 0.0
C 4.736116 -4.743163 0.737296 0.0 0.0 0.1
O 4.590171 -3.552047 0.513247 0.0 -0.1 0.0
N 5.194659 -5.637277 -0.151247 0.0 -0.1 0.0
C 5.347857 -7.043058 0.176615 0.0 0.1 -0.2
C 5.549153 -5.178866 -1.484622 0.0 0.1 0.1
H 4.495685 -5.189284 1.716177 0.0 0.0 0.0
H 6.390610 -7.342929 0.061965 0.0 -0.1 0.0
H 4.729782 -7.651619 -0.485302 0.0 -0.1 0.0
H 5.042013 -7.221080 1.204884 0.0 0.0 0.0
H 6.332410 -4.422691 -1.424188 0.0 0.0 -0.1
H 4.680493 -4.732083 -1.969809 0.0 0.0 -0.1
H 5.900796 -6.019193 -2.076571 0.0 0.0 0.0
C -6.274124 -7.136122 3.966742 0.0 0.1 0.2
O -6.135510 -8.236544 4.462904 0.0 0.0 0.0
N -6.817127 -6.892698 2.761385 0.0 0.1 -0.1
C -6.946919 -5.551513 2.229236 -0.1 -0.2 -0.1
C -7.286915 -8.020811 1.972284 0.1 0.0 0.1
H -5.951774 -6.216194 4.488716 -0.1 0.0 -0.1
H -7.997488 -5.320809 2.042589 0.0 0.1 0.0
H -6.393820 -5.464195 1.292015 0.0 0.1 0.0
H -6.549873 -4.829293 2.939712 0.0 0.0 0.0
H -8.056408 -8.564872 2.519770 0.0 0.0 0.0
H -6.462948 -8.706219 1.773806 0.0 0.0 0.0
H -7.695416 -7.660987 1.031742 0.0 0.0 0.0
```
Forces are in eV/Å.

Values from the calculation:
2S+1: 1
HOMO: -10.70 eV
E_tot: -151331.11982 eV
Gap between HOMO and LUMO: 8.389 eV
Charge: +1